Record 1
{"formula": "C21H20BrClF4N2O4PPd", "method": "the ωB97M-V functional and the def2-TZVPD basis", "species": ["Pd", "F", "C", "C", "F", "C", "F", "C", "P", "C", "C", "C", "C", "C", "C", "C", "C", "C", "C", "C", "C", "C", "Br", "C", "F", "H", "H", "H", "H", "H", "H", "H", "H", "H", "H", "N", "C", "C", "C", "N", "H", "H", "H", "H", "H", "H", "H", "H", "H", "H", "O", "Cl", "O", "O", "O"], "coordinates": [[-0.313, 0.556, -0.287], [-0.137, -6.531, -3.201], [-0.494, -5.652, -2.318], [-1.035, -6.006, -1.099], [-1.230, -7.230, -0.764], [-1.414, -4.981, -0.165], [-1.965, -5.405, 0.920], [-1.244, -3.608, -0.387], [-1.607, -2.425, 0.954], [-1.085, -3.102, 2.482], [0.262, -3.502, 2.592], [0.712, -4.033, 3.782], [-0.160, -4.133, 4.868], [-1.488, -3.723, 4.766], [-1.958, -3.194, 3.583], [-3.245, -1.804, 0.836], [-4.110, -2.092, -0.229], [-5.378, -1.544, -0.241], [-5.783, -0.700, 0.792], [-4.918, -0.388, 1.839], [-3.644, -0.925, 1.864], [-0.732, -3.267, -1.628], [-0.492, -1.529, -2.257], [-0.354, -4.291, -2.578], [0.134, -3.930, -3.714], [0.947, -3.364, 1.764], [1.739, -4.358, 3.881], [0.204, -4.532, 5.806], [-2.151, -3.822, 5.614], [-2.991, -2.883, 3.495], [-3.812, -2.767, -1.023], [-6.064, -1.783, -1.042], [-6.783, -0.286, 0.781], [-5.244, 0.265, 2.638], [-2.966, -0.687, 2.677], [-1.960, 1.896, -0.040], [-1.514, 3.321, 0.047], [-0.810, 3.780, -1.219], [0.609, 3.264, -1.395], [0.642, 1.815, -1.781], [-2.690, 1.806, -0.745], [-2.389, 1.627, 0.846], [-0.852, 3.389, 0.911], [-2.390, 3.941, 0.243], [-0.768, 4.870, -1.201], [-1.416, 3.536, -2.101], [1.184, 3.363, -0.475], [1.124, 3.825, -2.177], [1.619, 1.525, -1.846], [0.274, 1.734, -2.729], [-0.505, 0.180, 2.362], [0.909, 0.280, 2.052], [1.739, 0.262, 3.165], [1.210, -0.788, 1.085], [1.055, 1.530, 1.246]], "forces_ev_per_angstrom": [[0.41, 0.60, 0.21], [0.00, -0.03, 0.01], [-0.03, -0.04, 0.09], [0.06, -0.11, -0.16], [0.01, -0.04, -0.03], [-0.06, -0.05, 0.13], [-0.03, -0.08, 0.07], [0.02, 0.18, -0.14], [0.13, 0.07, -0.02], [-0.02, 0.03, -0.01], [0.02, -0.01, 0.00], [-0.02, 0.01, -0.03], [0.03, -0.03, 0.01], [-0.01, 0.04, 0.01], [-0.02, 0.02, -0.04], [0.04, 0.06, 0.19], [-0.02, -0.06, -0.09], [0.01, -0.01, -0.01], [0.00, 0.01, 0.01], [0.03, -0.02, -0.01], [-0.05, 0.06, 0.01], [-0.01, 0.03, 0.07], [-0.15, -0.23, 0.08], [0.04, -0.01, -0.12], [0.00, 0.01, -0.02], [0.01, -0.03, 0.01], [0.01, 0.03, 0.00], [-0.01, -0.02, 0.00], [0.00, 0.00, 0.00], [0.01, -0.08, 0.03], [0.00, 0.01, 0.00], [0.01, -0.01, -0.01], [0.00, 0.01, 0.00], [-0.01, 0.00, 0.01], [0.00, 0.05, -0.04], [-0.16, 0.06, -0.02], [0.02, -0.09, 0.05], [-0.04, 0.00, -0.09], [0.01, -0.13, 0.06], [0.16, 0.06, -0.19], [0.07, 0.02, -0.03], [0.04, 0.01, -0.02], [-0.01, 0.05, -0.01], [0.01, 0.02, -0.02], [0.04, 0.00, 0.05], [0.00, 0.01, 0.00], [-0.01, 0.04, -0.01], [-0.03, 0.03, 0.02], [-0.04, -0.01, 0.07], [-0.08, -0.04, 0.07], [-0.14, -0.12, 0.13], [-0.13, 0.08, -0.44], [0.20, 0.05, 0.23], [0.03, -0.21, -0.08], [-0.32, -0.16, 0.02]], "lowdin_spin": [1.389, -0.012, -0.004, 0.131, 0.056, 0.233, 0.096, 0.064, 0.359, 0.079, 0.042, 0.003, 0.076, 0.006, 0.044, 0.059, 0.041, 0.004, 0.072, -0.002, 0.045, 0.193, 0.127, 0.195, 0.081, 0.001, -0.001, 0.003, 0.000, 0.001, 0.001, -0.001, 0.003, -0.001, 0.001, 0.145, 0.010, 0.002, 0.011, 0.158, 0.005, 0.007, 0.000, 0.006, 0.000, 0.000, 0.000, 0.007, 0.005, 0.004, 0.040, 0.001, 0.018, 0.052, 0.146], "total_charge": 3, "s2": 6.040, "homo_lumo_gap_ev": [7.51, 4.26], "multiplicity": 5, "total_energy_ha": -5124.16273}



Record 2
{"formula": "C21H20BrF8IrOSTe4", "method": "the ωB97M-V functional and the def2-TZVPD basis", "species": ["Ir", "Te", "Te", "Te", "Te", "C", "C", "C", "C", "C", "C", "C", "Br", "C", "O", "C", "C", "C", "C", "C", "C", "H", "H", "H", "H", "H", "H", "H", "H", "H", "H", "H", "H", "H", "H", "H", "H", "H", "H", "H", "H", "F", "C", "C", "F", "C", "F", "C", "S", "C", "F", "C", "F", "F", "C", "F", "F"], "coordinates": [[-2.300, -2.758, -0.840], [-8.521, -2.751, -1.933], [-9.794, -2.856, -4.289], [-6.233, -4.159, -2.044], [-4.490, -2.063, -1.808], [3.747, 2.601, 0.075], [3.645, 1.077, -0.017], [4.182, 0.492, 1.294], [4.532, 0.609, -1.177], [2.210, 0.608, -0.254], [1.924, -0.751, -0.355], [0.631, -1.155, -0.606], [0.287, -3.026, -0.747], [-0.479, -0.290, -0.778], [-1.677, -0.721, -0.989], [-0.179, 1.093, -0.659], [1.137, 1.479, -0.416], [-1.228, 2.205, -0.823], [-0.906, 3.003, -2.097], [-1.168, 3.149, 0.389], [-2.675, 1.721, -0.941], [4.787, 2.888, 0.255], [3.140, 2.989, 0.896], [3.421, 3.083, -0.850], [5.231, 0.776, 1.440], [4.125, -0.600, 1.301], [3.601, 0.860, 2.143], [5.567, 0.938, -1.029], [4.170, 1.014, -2.125], [4.532, -0.479, -1.259], [2.699, -1.501, -0.237], [1.328, 2.539, -0.341], [0.094, 3.449, -2.062], [-1.634, 3.811, -2.223], [-0.961, 2.356, -2.975], [-0.189, 3.611, 0.503], [-1.396, 2.603, 1.308], [-1.906, 3.949, 0.270], [-2.829, 1.127, -1.837], [-3.327, 2.601, -0.993], [-2.977, 1.108, -0.088], [2.306, 0.154, 3.422], [1.229, -0.480, 2.951], [0.098, 0.226, 2.598], [0.084, 1.560, 2.724], [-1.021, -0.453, 2.145], [-2.087, 0.287, 1.845], [-1.052, -1.844, 2.015], [-2.497, -2.721, 1.473], [0.110, -2.514, 2.381], [0.184, -3.840, 2.300], [1.236, -1.855, 2.836], [2.343, -2.538, 3.175], [-3.006, -5.305, -1.973], [-2.717, -4.724, -0.747], [-3.734, -5.135, 0.084], [-1.599, -5.451, -0.307]], "forces_ev_per_angstrom": [[0.04, -0.27, 0.63], [-0.26, 0.15, 0.30], [-0.02, -0.01, -0.22], [0.25, -0.06, -0.04], [-0.10, 0.03, -0.12], [-0.03, 0.02, -0.02], [0.05, -0.03, -0.02], [0.06, 0.11, 0.06], [0.02, 0.02, -0.06], [-0.01, 0.01, -0.02], [-0.10, 0.04, -0.03], [0.14, 0.03, -0.12], [0.11, -0.06, -0.19], [-0.01, -0.16, 0.05], [0.08, -0.08, -0.10], [0.10, 0.14, -0.08], [-0.03, -0.03, -0.02], [-0.02, 0.06, 0.03], [0.05, 0.04, -0.01], [-0.15, 0.01, 0.07], [-0.21, -0.02, 0.08], [-0.02, -0.02, 0.01], [0.02, 0.00, -0.01], [0.00, -0.01, 0.02], [-0.02, -0.02, -0.04], [0.00, 0.05, 0.01], [0.34, 0.00, -0.36], [-0.03, -0.01, 0.00], [0.01, -0.01, 0.02], [0.01, -0.01, 0.00], [-0.02, 0.01, -0.01], [0.01, 0.06, -0.01], [-0.05, -0.05, 0.01], [0.01, -0.02, -0.01], [0.01, 0.01, 0.01], [0.06, 0.06, 0.05], [-0.01, 0.15, -0.18], [0.04, -0.05, -0.02], [-0.05, 0.00, -0.02], [0.03, 0.01, 0.01], [0.02, 0.18, -0.22], [-0.23, 0.00, 0.46], [-0.14, -0.08, -0.03], [-0.10, -0.06, 0.01], [0.09, -0.05, 0.12], [0.05, -0.16, 0.08], [-0.01, -0.11, 0.10], [-0.24, 0.21, 0.07], [0.16, 0.16, -0.25], [0.04, -0.01, 0.08], [-0.02, -0.15, 0.09], [0.01, -0.05, 0.03], [0.00, 0.01, -0.02], [0.04, 0.02, 0.49], [0.01, -0.12, -0.13], [0.54, -0.01, -0.41], [-0.54, 0.12, -0.14]], "lowdin_charge": [0.452, -0.311, -0.495, -0.022, 0.287, -0.070, -0.554, -0.049, -0.055, -0.186, -0.097, -0.506, 0.943, -0.416, -0.356, -0.088, 0.001, -0.519, -0.051, -0.054, -0.062, 0.079, 0.087, 0.083, 0.082, 0.082, 0.070, 0.077, 0.088, 0.076, 0.106, 0.089, 0.073, 0.079, 0.090, 0.070, 0.068, 0.082, 0.074, 0.084, 0.078, 0.089, -0.148, -0.142, 0.106, -0.239, 0.099, -0.512, 0.656, -0.304, 0.065, -0.151, 0.099, -0.067, -0.816, -0.068, -0.071], "total_charge": -2, "homo_lumo_gap_ev": 4.64, "de_lowest_kcal_mol": 3.2, "total_energy_ha": -5835.15332}



Record 3
{"formula": "C21H20BrN2O5SW", "method": "the ωB97M-V functional and the def2-TZVPD basis", "species": ["W", "C", "C", "C", "C", "C", "Br", "N", "C", "H", "H", "H", "H", "H", "H", "O", "C", "O", "C", "C", "C", "N", "C", "C", "C", "O", "O", "H", "H", "H", "C", "S", "C", "O", "H", "H", "H", "H", "H", "H", "C", "C", "C", "C", "C", "C", "H", "H", "H", "H", "H"], "coordinates": [[0.580, -0.335, -0.325], [-1.268, 4.292, 2.471], [-0.318, 3.128, 2.473], [0.511, 2.844, 3.554], [1.362, 1.746, 3.516], [1.343, 0.967, 2.386], [2.438, -0.576, 2.238], [0.559, 1.204, 1.327], [-0.252, 2.277, 1.382], [-1.083, 4.947, 3.319], [-2.299, 3.942, 2.533], [-1.172, 4.877, 1.557], [0.496, 3.478, 4.431], [2.013, 1.501, 4.342], [-0.871, 2.439, 0.509], [-3.048, -5.800, 1.972], [-2.720, -4.892, 2.735], [-2.864, -4.650, 3.939], [-1.930, -3.746, 1.999], [-1.705, -2.532, 2.648], [-1.002, -1.547, 2.010], [-0.514, -1.714, 0.753], [-0.751, -2.901, 0.113], [-1.444, -3.921, 0.701], [-0.149, -3.004, -1.261], [-0.211, -3.981, -1.943], [0.486, -1.879, -1.615], [-2.080, -2.414, 3.656], [-0.810, -0.593, 2.481], [-1.628, -4.853, 0.183], [4.742, -0.626, -2.079], [3.095, -1.300, -2.034], [2.556, -0.948, -3.693], [2.395, -0.207, -1.139], [5.339, -1.253, -2.740], [5.135, -0.681, -1.066], [4.708, 0.402, -2.433], [3.149, -1.577, -4.358], [2.706, 0.108, -3.911], [1.509, -1.237, -3.744], [-2.121, 2.421, -3.177], [-2.783, 1.375, -2.544], [-2.097, 0.535, -1.681], [-0.744, 0.752, -1.415], [-0.087, 1.825, -2.048], [-0.770, 2.642, -2.936], [-2.658, 3.065, -3.860], [-3.834, 1.205, -2.736], [-2.617, -0.292, -1.211], [0.964, 2.032, -1.851], [-0.256, 3.456, -3.429]], "forces_ev_per_angstrom": [[-0.48, -0.33, 0.34], [0.00, -0.02, -0.01], [-0.01, 0.07, 0.08], [0.01, -0.06, -0.08], [-0.03, 0.09, 0.09], [0.14, -0.24, -0.18], [-0.07, 0.11, 0.05], [0.17, -0.09, -0.15], [-0.05, -0.02, -0.08], [0.00, 0.00, 0.00], [0.00, 0.00, 0.01], [0.01, -0.01, 0.00], [0.00, 0.00, 0.00], [0.00, 0.00, -0.01], [0.01, 0.00, 0.01], [-0.03, -0.12, 0.01], [0.15, 0.34, -0.08], [-0.04, -0.10, 0.01], [-0.13, -0.21, 0.14], [0.06, 0.04, -0.08], [-0.01, 0.02, 0.02], [0.00, 0.06, -0.05], [0.12, -0.04, -0.06], [-0.06, 0.10, 0.01], [-0.01, -0.03, 0.05], [0.00, 0.02, -0.03], [0.12, 0.00, 0.16], [-0.01, -0.03, 0.00], [0.01, 0.01, -0.02], [0.00, 0.00, 0.00], [-0.07, 0.03, 0.02], [0.09, -0.12, -0.16], [-0.04, -0.02, 0.05], [0.17, 0.23, 0.14], [-0.01, -0.02, -0.01], [0.03, 0.01, -0.01], [0.02, 0.00, 0.01], [0.00, 0.00, 0.00], [0.00, 0.00, 0.00], [0.00, 0.01, -0.02], [0.02, -0.01, 0.01], [0.02, 0.03, 0.00], [-0.01, -0.17, 0.09], [0.11, 0.38, -0.28], [-0.12, 0.04, 0.05], [-0.03, 0.03, -0.03], [0.00, 0.00, 0.00], [0.00, 0.00, 0.00], [-0.02, 0.01, -0.02], [-0.01, 0.02, 0.00], [0.00, 0.00, 0.00]], "lowdin_spin": [1.613, -0.001, -0.002, 0.019, -0.002, 0.022, 0.020, 0.023, 0.017, 0.000, 0.000, 0.000, 0.001, 0.000, 0.001, 0.000, 0.001, 0.001, 0.007, 0.000, 0.010, 0.006, 0.009, -0.002, 0.009, 0.022, 0.073, 0.000, 0.001, 0.000, -0.001, 0.017, 0.005, 0.037, 0.000, 0.000, 0.000, 0.001, 0.000, 0.000, 0.041, -0.003, 0.033, -0.011, 0.036, -0.005, 0.002, -0.001, 0.002, 0.002, -0.001], "total_charge": 1, "s2": 2.016, "homo_lumo_gap_ev": [5.36, 5.59], "multiplicity": 3, "de_lowest_kcal_mol": 1.3, "total_energy_ha": -4336.98613}



Record 4
{"formula": "C21H20CaCl2GeO3S", "method": "the ωB97M-V functional and the def2-TZVPD basis", "species": ["Ca", "Cl", "C", "C", "C", "Cl", "C", "O", "C", "C", "O", "C", "H", "H", "H", "Ge", "C", "C", "C", "C", "C", "C", "C", "C", "C", "C", "C", "C", "H", "H", "H", "H", "H", "H", "H", "H", "H", "H", "H", "C", "S", "C", "O", "H", "H", "H", "H", "H", "H"], "coordinates": [[0.638, -0.642, -1.417], [3.311, 4.440, 3.391], [2.377, 3.425, 2.363], [1.028, 3.668, 2.187], [0.263, 2.853, 1.365], [-1.387, 3.325, 1.083], [0.814, 1.760, 0.722], [0.027, 0.891, -0.008], [2.202, 1.549, 0.864], [2.991, 0.512, 0.204], [2.557, -0.350, -0.566], [2.967, 2.385, 1.682], [0.561, 4.511, 2.681], [4.062, 0.517, 0.422], [4.033, 2.212, 1.777], [-1.647, 0.103, 0.693], [-1.191, -1.639, -0.049], [-0.064, -2.341, 0.422], [0.453, -3.418, -0.282], [-0.176, -3.847, -1.454], [-1.322, -3.207, -1.904], [-1.821, -2.097, -1.215], [-1.621, 0.301, 2.536], [-2.759, 0.790, 3.184], [-2.750, 0.943, 4.564], [-1.607, 0.629, 5.291], [-0.469, 0.151, 4.652], [-0.473, -0.019, 3.274], [-2.713, 0.699, -0.196], [0.407, -2.043, 1.350], [1.321, -3.939, 0.096], [0.215, -4.701, -1.991], [-1.833, -3.574, -2.784], [-2.712, -1.597, -1.575], [-3.653, 1.055, 2.630], [-3.631, 1.313, 5.071], [-1.603, 0.760, 6.366], [0.416, -0.092, 5.228], [0.424, -0.387, 2.791], [1.459, -0.985, -5.677], [0.572, 0.315, -4.886], [-1.060, -0.073, -5.419], [0.598, -0.069, -3.381], [1.422, -0.805, -6.754], [1.000, -1.938, -5.418], [2.491, -0.929, -5.335], [-1.089, 0.013, -6.507], [-1.735, 0.658, -4.976], [-1.294, -1.087, -5.097]], "forces_ev_per_angstrom": [[0.02, -0.93, -0.88], [-0.06, -0.06, -0.06], [0.13, 0.20, 0.19], [-0.14, 0.16, 0.06], [-0.29, 0.52, -0.04], [0.26, -0.28, -0.01], [-0.50, -0.68, -0.28], [-0.18, 0.76, 1.08], [0.45, -0.31, -0.09], [-0.57, -0.06, -0.04], [1.10, 0.44, 0.68], [0.14, -0.02, -0.03], [0.01, -0.03, -0.02], [0.10, 0.03, 0.05], [-0.08, 0.02, 0.01], [0.42, 0.22, -0.74], [-0.24, -0.54, 0.07], [-0.42, -0.17, 0.27], [-0.13, -0.08, 0.02], [0.05, 0.03, 0.05], [-0.05, 0.15, 0.08], [0.15, -0.10, 0.23], [0.04, 0.15, 0.98], [0.16, -0.08, 0.19], [0.04, -0.01, -0.01], [-0.05, 0.01, -0.01], [-0.04, -0.01, -0.11], [-0.22, 0.08, 0.22], [-0.21, 0.14, 0.00], [0.08, 0.05, 0.02], [0.04, -0.04, -0.02], [0.01, 0.00, -0.02], [-0.01, 0.02, -0.02], [0.00, 0.05, -0.09], [0.04, 0.00, -0.04], [0.04, -0.01, -0.02], [0.00, -0.01, -0.05], [-0.03, 0.01, -0.03], [0.02, 0.02, -0.05], [0.09, -0.21, -0.16], [0.39, 0.49, 0.89], [-0.28, -0.12, -0.07], [-0.20, 0.40, -2.14], [0.03, -0.06, 0.05], [0.08, -0.05, -0.06], [0.00, -0.04, -0.03], [-0.04, 0.00, 0.05], [-0.04, -0.04, -0.02], [-0.12, 0.00, -0.06]], "lowdin_charge": [1.461, 0.761, -0.641, -0.069, -0.546, 0.787, -0.296, -0.386, -0.110, -0.110, -0.123, -0.027, 0.127, 0.150, 0.130, 1.034, -0.386, -0.161, -0.058, -0.037, -0.046, -0.120, -0.357, -0.108, -0.046, -0.040, -0.051, -0.100, 0.028, 0.111, 0.131, 0.127, 0.125, 0.115, 0.109, 0.120, 0.121, 0.117, 0.093, -0.234, 0.963, -0.236, -0.767, 0.082, 0.072, 0.071, 0.082, 0.070, 0.066], "total_charge": 2, "homo_lumo_gap_ev": 7.90, "de_lowest_kcal_mol": 16.2, "total_energy_ha": -5110.62823}



Quick rundown of max |F|, same order as above: 0.756, 0.692, 0.679, 2.184 eV/A